1.
Molecular formula: H2N5O
Method: DFT, ωB97M-V/def2-TZVPD

XYZ file:
```
8
Properties=species:S:1:pos:R:3
O 0.4911 0.9518 0.7158
N -0.3740 -0.4236 -1.1840
N -1.1053 2.5559 0.6907
N 0.1286 -1.0900 -0.3714
N -0.2972 1.8136 0.7433
N 0.6733 -1.7658 0.3103
H 1.4801 -1.6705 1.0786
H -0.9966 -0.3715 -1.9832
```

Values from the calculation:
highest occupied orbital energy = -0.59594 Ha
energy relative to the best compared isomer or geometry (same formula, charge and spin) = 246.18 kJ/mol
orbital gap = 9.88 eV
energy = -349.72559 Ha
charge = +1

Atom charges from the Mulliken analysis, given in e for atoms 1 to 5:
1. O -0.603
2. N -0.459
3. N -0.221
4. N 1.151
5. N 0.820

---

2.
Molecular formula: H2NO2P
Method: DFT, ωB97M-V/def2-TZVPD

XYZ file:
```
6
Properties=species:S:1:pos:R:3
P 0.2941 0.6272 -0.2050
O 2.6611 -0.2270 0.5025
O 0.2263 1.9240 0.4455
N 2.0822 0.1527 -0.5142
H 0.1659 -0.4888 0.6087
H -0.3076 0.7020 -1.4347
```

Values from the calculation:
highest occupied orbital energy (spin up / spin down) = -0.34655 / -0.34593 Ha
energy relative to the best compared isomer or geometry (same formula, charge and spin) = 358.95 kJ/mol
orbital gap (spin up / spin down) = 8.30 / 8.24 eV
energy = -547.67681 Ha
SMILES string = O=N[PH2]=O

Atom charges from the Mulliken analysis, given in e for atoms 1 to 5:
1. P 0.536
2. O -0.232
3. O -0.515
4. N 0.010
5. H 0.104

---

3.
Molecular formula: H2NO2S
Method: DFT, ωB97M-V/def2-TZVPD

XYZ file:
```
6
Properties=species:S:1:pos:R:3
S -1.0009 0.1560 -0.0370
O -1.9826 1.2299 0.0225
O -1.5161 -1.5196 -0.0910
N 0.1403 0.5466 -0.9860
H -0.2247 -0.0346 1.0991
H 0.2473 -0.2911 -1.5120
```

Values from the calculation:
highest occupied orbital energy = -0.15563 Ha
energy relative to the best compared isomer or geometry (same formula, charge and spin) = 190.34 kJ/mol
orbital gap = 8.61 eV
energy = -604.58090 Ha
charge = -1
SMILES string = N=[S@H](=O)[O-]

Atom charges from the Mulliken analysis, given in e for atoms 1 to 5:
1. S 0.640
2. O -0.555
3. O -0.724
4. N -0.669
5. H 0.077

---

4.
Molecular formula: H2NO3S
Method: DFT, ωB97M-V/def2-TZVPD

XYZ file:
```
7
Properties=species:S:1:pos:R:3
S -1.1171 -0.2046 0.4350
O -1.3348 -1.5195 -0.2371
O 2.0013 -0.2165 0.1021
O -2.0557 0.8823 -0.0492
N 0.4506 0.5911 -0.2260
H 1.4941 -1.0855 -0.0696
H 0.5616 1.5526 0.0447
```

Values from the calculation:
highest occupied orbital energy (spin up / spin down) = -0.08861 / -0.15952 Ha
<S²> = 2.017
energy relative to the best compared isomer or geometry (same formula, charge and spin) = 197.80 kJ/mol
orbital gap (spin up / spin down) = 6.56 / 7.33 eV
spin multiplicity = 3
energy = -679.73506 Ha
charge = -1

Atom charges from the Mulliken analysis, given in e for atoms 1 to 5:
1. S 0.562
2. O -0.559
3. O -0.632
4. O -0.602
5. N -0.277

---

5.
Molecular formula: H2NO3S2
Method: DFT, ωB97M-V/def2-TZVPD

XYZ file:
```
8
Properties=species:S:1:pos:R:3
S -1.9453 -0.5108 -0.9489
S -2.7461 -1.2288 -2.6136
O -0.6450 -0.6421 -1.6285
O -2.3320 0.8737 -0.7015
O -1.9093 -1.3953 0.1912
N 0.7713 -0.2014 -0.2450
H 0.2481 0.3008 0.4429
H 0.8921 -1.2555 -0.0264
```

Values from the calculation:
highest occupied orbital energy (spin up / spin down) = -0.17831 / -0.16660 Ha
energy relative to the best compared isomer or geometry (same formula, charge and spin) = 301.13 kJ/mol
orbital gap (spin up / spin down) = 8.42 / 7.10 eV
energy = -1077.99645 Ha
charge = -1

Atom charges from the Mulliken analysis, given in e for atoms 1 to 5:
1. S 0.985
2. S -0.375
3. O -0.444
4. O -0.582
5. O -0.580

---

6.
Molecular formula: H2NO5PS
Method: DFT, ωB97M-V/def2-TZVPD

XYZ file:
```
10
Properties=species:S:1:pos:R:3
S -0.9733 0.8007 -0.3356
P 0.9239 -0.3254 0.9380
O -2.1417 -0.0943 -0.2998
O -0.8673 1.4960 -1.6264
O -0.3236 -1.7016 -1.1671
O 0.8079 -0.7687 2.3434
O -0.8659 1.7988 0.7628
N 2.3906 0.2391 0.6281
H -1.3990 -1.8460 -0.8612
H 2.4485 0.4015 -0.3823
```

Values from the calculation:
highest occupied orbital energy (spin up / spin down) = 0.00392 / 0.00397 Ha
energy relative to the best compared isomer or geometry (same formula, charge and spin) = 511.86 kJ/mol
orbital gap (spin up / spin down) = 6.26 / 6.26 eV
energy = -1171.61797 Ha
charge = -2

Atom charges from the Mulliken analysis, given in e for atoms 1 to 5:
1. S 0.957
2. P 0.646
3. O -0.614
4. O -0.579
5. O -0.976

---

7.
Molecular formula: H2NOP
Method: DFT, ωB97M-V/def2-TZVPD

XYZ file:
```
5
Properties=species:S:1:pos:R:3
P -3.7106 -0.0235 -0.3837
O 0.0941 0.5478 -0.1288
N -3.4244 -0.4425 0.9633
H 0.5885 0.0321 -0.8722
H -0.7107 -0.0111 0.1889
```

Values from the calculation:
highest occupied orbital energy (spin up / spin down) = -0.26733 / -0.41488 Ha
<S²> = 2.009
energy relative to the best compared isomer or geometry (same formula, charge and spin) = 190.12 kJ/mol
orbital gap (spin up / spin down) = 6.65 / 7.07 eV
spin multiplicity = 3
energy = -472.33691 Ha

In elementary charge units, the Mulliken charges are:
1. P 0.153
2. O -0.678
3. N -0.130
4. H 0.333
5. H 0.322

---

8.
Molecular formula: H2NOS2
Method: DFT, ωB97M-V/def2-TZVPD

XYZ file:
```
6
Properties=species:S:1:pos:R:3
S 1.8522 1.0484 0.0190
S 0.2311 -0.1259 0.1121
O 0.6594 -2.3626 -0.0302
N -1.1243 0.4968 -0.3016
H -0.3410 0.0990 1.3985
H -1.2775 0.8443 -1.1978
```

Values from the calculation:
highest occupied orbital energy (spin up / spin down) = -0.11096 / -0.13998 Ha
<S²> = 2.018
energy relative to the best compared isomer or geometry (same formula, charge and spin) = 266.89 kJ/mol
orbital gap (spin up / spin down) = 6.91 / 7.43 eV
spin multiplicity = 3
energy = -927.40086 Ha
charge = -1

Atom charges from the Mulliken analysis, given in e for atoms 1 to 5:
1. S -0.519
2. S 0.237
3. O -0.470
4. N -0.581
5. H 0.162

---

9.
Molecular formula: H2NPS2
Method: DFT, ωB97M-V/def2-TZVPD

XYZ file:
```
6
Properties=species:S:1:pos:R:3
S 3.1796 0.3354 0.0268
S 0.2566 -0.6497 0.1312
P 1.4280 1.1001 0.0313
N -1.3091 -0.0320 -0.0092
H -1.5611 -0.4541 -0.8390
H -1.9941 -0.2997 0.6589
```

Values from the calculation:
highest occupied orbital energy = -0.32334 Ha
energy relative to the best compared isomer or geometry (same formula, charge and spin) = 68.66 kJ/mol
orbital gap = 7.73 eV
energy = -1193.67818 Ha
SMILES string = NSP=S

Atom charges from the Mulliken analysis, given in e for atoms 1 to 5:
1. S -0.266
2. S -0.026
3. P 0.272
4. N -0.510
5. H 0.265

---

10.
Molecular formula: H2NPS2
Method: DFT, ωB97M-V/def2-TZVPD

XYZ file:
```
6
Properties=species:S:1:pos:R:3
S 3.3116 -0.2754 0.0805
S 0.1876 -0.6273 -0.1038
P 1.5679 0.9370 0.0096
N -1.3242 0.0539 -0.0762
H -1.6577 -0.0457 0.8345
H -2.0851 -0.0425 -0.7446
```

Values from the calculation:
highest occupied orbital energy (spin up / spin down) = -0.32283 / -0.32282 Ha
energy relative to the best compared isomer or geometry (same formula, charge and spin) = 119.49 kJ/mol
orbital gap (spin up / spin down) = 7.24 / 7.24 eV
energy = -1193.65882 Ha
SMILES string = NSP=S

Atom charges from the Mulliken analysis, given in e for atoms 1 to 5:
1. S -0.318
2. S 0.027
3. P 0.254
4. N -0.469
5. H 0.253

---

11.
Molecular formula: H2O
Method: DFT, ωB97M-V/def2-TZVPD

XYZ file:
```
3
Properties=species:S:1:pos:R:3
O 0.2589 0.2536 0.1457
H -0.4181 -0.2297 0.6193
H 0.1592 -0.0239 -0.7650
```

Values from the calculation:
highest occupied orbital energy = -0.42788 Ha
energy relative to the best compared isomer or geometry (same formula, charge and spin) = 0.12 kJ/mol
orbital gap = 12.74 eV
energy = -76.43357 Ha
SMILES string = O

In elementary charge units, the Mulliken charges are:
1. O -0.637
2. H 0.318
3. H 0.318

---

12.
Molecular formula: H2O2
Method: DFT, ωB97M-V/def2-TZVPD

XYZ file:
```
4
Properties=species:S:1:pos:R:3
O 0.3522 0.7501 0.0466
O -0.6750 -0.1342 0.4177
H -0.2289 -1.0803 0.7612
H 0.5516 0.4645 -1.2255
```

Values from the calculation:
highest occupied orbital energy = -0.39485 Ha
energy relative to the best compared isomer or geometry (same formula, charge and spin) = 174.88 kJ/mol
orbital gap = 11.01 eV
energy = -151.50225 Ha

In elementary charge units, the Mulliken charges are:
1. O -0.360
2. O -0.343
3. H 0.352
4. H 0.351

---

Q: Which of these has the lowest energy?
A: number 9

---

Q: energy of number 8 (H2NOS2)?
A: -927.40086 Ha

---

Q: Which of these has the highest energy relative to the best compared isomer or geometry (same formula, charge and spin)?
A: H2NO5PS